# C3H9NP2

C3H9NP2 in the gas phase (ωB97M-V/def2-TZVPD, the OMol25 dataset).

LUMO = 0.990 eV
energy above the lowest of the compared OMol25 structures with the same formula, charge and spin = 177.1 kJ/mol
net charge = 0
multiplicity = 1
E_HOMO = -8.42 eV
molecular weight = 121.1 g mol⁻¹

XYZ file:
```
15
Properties=species:S:1:pos:R:3:forces:R:3:lowdin_charge:R:1
C 0.98827 -0.70314 0.71643 0.2490 0.4183 0.6376 -0.294
C 0.09448 1.64292 0.40748 -3.4952 -0.4836 -2.7513 -0.091
C 0.03892 0.17129 0.05725 -0.6082 1.5590 -0.1362 -0.885
N -0.26480 0.03548 -1.34489 0.8199 -0.0025 0.8138 -0.373
P -0.81283 -0.91112 1.29511 -0.1814 -0.6283 0.4024 0.883
P -0.86169 -1.39163 -1.99180 0.8972 -1.7656 1.0581 0.754
H 1.74353 -0.23145 1.37596 -0.4180 -0.6281 -0.6030 0.088
H 1.26999 -1.46819 0.00238 0.4187 -0.5221 0.6889 0.044
H 0.36183 1.81486 1.35966 0.8478 0.4772 3.4930 0.022
H -0.96210 2.09956 0.23845 1.7572 -0.5481 0.2692 0.122
H 0.78654 2.12956 -0.21762 0.9002 0.7189 -1.0282 0.066
H -1.05108 0.13429 2.23379 0.7113 -0.0629 0.0672 -0.094
H -0.71625 0.87229 -1.58353 -0.8919 0.9035 -0.9564 0.029
H -0.99221 -2.08327 -0.68642 -0.9797 0.4633 -0.9592 -0.152
H 0.37740 -2.11145 -1.86225 -0.0268 0.1010 -0.9961 -0.121
```
Positions in Å, forces in eV/Å.